This record from the OMol25 dataset describes 8 unconnected molecules or ions with the total composition C39H75NO9P at a distorted geometry. The level of theory is wB97M-V/def2-TZVPD.

Atoms and positions in Å:
N1 -0.18899 3.30867 -0.02647
P1 -0.26191 1.49875 -0.17480
O1 0.76767 1.50700 1.22434
C1 1.73653 0.50262 0.88699
C2 1.18286 -0.70265 -0.05638
C3 1.90158 -0.88207 -1.46094
C4 3.42697 -1.20164 -1.17924
C5 4.39985 -0.91416 -2.39019
C6 4.23111 0.48988 -3.04008
C7 4.29530 1.77092 -2.34073
C8 4.15920 3.03537 -3.09698
C9 3.96383 3.07272 -4.55058
C10 3.87875 1.74944 -5.27552
C11 4.02229 0.53021 -4.50472
O2 -0.14604 -0.23089 -0.40791
H1 0.79277 3.59448 0.02092
H2 -0.60682 3.72851 -0.86040
H3 -1.46487 1.32773 0.59737
H4 -1.10496 1.53735 -1.35488
H5 0.83091 1.69874 -1.12301
H6 2.58679 1.01723 0.33516
H7 2.29524 0.06386 1.76720
H8 1.19298 -1.62446 0.59771
H9 1.72742 -0.00421 -2.12800
H10 1.45553 -1.82091 -1.90461
H11 3.85538 -0.71114 -0.26813
H12 3.49010 -2.32914 -0.98399
H13 5.46220 -0.99059 -2.00894
H14 4.29268 -1.69642 -3.18714
H15 4.46385 1.79567 -1.23961
H16 4.23286 4.02621 -2.58579
H17 3.88784 4.03283 -5.11731
H18 3.74215 1.67616 -6.38540
H19 3.98139 -0.44024 -5.06679
C12 -1.24221 2.38882 -7.37549
C13 -0.93907 2.43060 -5.88971
C14 0.52275 2.83837 -5.87430
O3 0.72436 3.65958 -7.04125
C15 -0.41518 3.54771 -7.89678
H20 -2.30330 2.48391 -7.61161
H21 -0.87990 1.44769 -7.80136
H22 -1.54858 3.20172 -5.40858
H23 -1.11956 1.48685 -5.37934
H24 1.19042 1.97593 -5.95603
H25 0.79164 3.40009 -4.97843
H26 -0.97344 4.48947 -7.83724
H27 -0.08696 3.40251 -8.92884
C16 -2.48822 0.56219 4.29840
C17 -1.28646 1.44269 4.01549
C18 -1.94257 2.73876 3.58709
O4 -3.19958 2.82287 4.28893
C19 -3.47467 1.55427 4.89182
H28 -2.27301 -0.27430 4.96562
H29 -2.88145 0.15968 3.36036
H30 -0.71496 1.59830 4.93809
H31 -0.61142 1.03929 3.25987
H32 -2.15540 2.73893 2.51499
H33 -1.33333 3.61416 3.82120
H34 -3.33070 1.65744 5.97539
H35 -4.51476 1.27739 4.70386
C20 3.69740 1.40255 5.69187
C21 5.13542 1.83313 5.47344
C22 5.74401 0.58966 4.84860
O5 4.69877 -0.05986 4.11844
C23 3.44167 0.53633 4.47214
H36 2.99723 2.23394 5.77727
H37 3.62454 0.79894 6.60216
H38 5.16991 2.66384 4.76255
H39 5.64534 2.14440 6.38628
H40 6.10188 -0.10653 5.61596
H41 6.57215 0.82038 4.17507
H42 3.10406 1.13751 3.62256
H43 2.70373 -0.24570 4.65944
C24 1.21145 -5.89501 -0.76189
C25 1.49555 -5.81088 0.72443
C26 2.95233 -5.38172 0.74156
O6 3.16698 -4.59497 -0.43673
C27 2.03194 -4.74173 -1.30474
H44 0.15299 -5.81821 -1.01248
H45 1.58988 -6.84304 -1.15898
H46 0.87182 -5.03449 1.17762
H47 1.31985 -6.74505 1.26027
H48 3.62279 -6.24762 0.69460
H49 3.20580 -4.79300 1.62557
H50 1.46540 -3.80628 -1.27716
H51 2.37254 -4.91240 -2.32807
C28 -4.09193 -6.89758 -1.82127
C29 -3.81177 -6.81341 -0.33423
C30 -2.35657 -6.38325 -0.31335
O7 -2.13869 -5.59417 -1.49212
C31 -3.26964 -5.74205 -2.36082
H52 -5.15001 -6.82188 -2.07443
H53 -3.71213 -7.84418 -2.21791
H54 -4.43695 -6.03827 0.11838
H55 -3.98767 -7.74783 0.19994
H56 -1.68579 -7.24865 -0.35991
H57 -2.10605 -5.79629 0.57241
H58 -3.83726 -4.80563 -2.33454
H59 -2.92606 -5.91230 -3.38289
C32 -4.74300 -1.34478 -5.33608
C33 -4.43609 -1.29549 -3.85082
C34 -2.97594 -0.88157 -3.84540
O8 -2.77333 -0.07005 -5.01362
C35 -3.91711 -0.18514 -5.86539
H60 -5.80480 -1.25251 -5.56947
H61 -4.38021 -2.28661 -5.75946
H62 -5.04538 -0.52345 -3.37167
H63 -4.61282 -2.23892 -3.33309
H64 -2.31527 -1.75143 -3.92122
H65 -2.70249 -0.31516 -2.95367
H66 -4.47468 0.75694 -5.80916
H67 -3.59234 -0.33617 -6.89744
C36 -2.94506 4.41886 7.19938
C37 -2.74338 5.91704 7.31932
C38 -2.83308 6.12740 8.82090
O9 -2.34739 4.92844 9.43642
C39 -2.22839 3.90685 8.43513
H68 -2.55486 3.99538 6.27423
H69 -4.01150 4.18167 7.26022
H70 -1.74465 6.18639 6.96299
H71 -3.47357 6.50498 6.76256
H72 -3.87103 6.27316 9.14075
H73 -2.24124 6.97967 9.16206
H74 -1.16174 3.75146 8.23918
H75 -2.65242 2.97356 8.81106

- gap between HOMO and LUMO (eV) = 6.28
- net charge = -1
- energy (hartree) = -2604.1000
- energy above the lowest of the compared OMol25 structures with the same formula, charge and spin (kcal/mol) = 56.8

Löwdin population analysis, charges in e, atoms 1 to 99: -0.234, 0.405, -0.351, -0.249, -0.335, -0.138, -0.185, -0.169, -0.207, -0.029, -0.084, -0.085, -0.095, -0.061, -0.388, -0.009, -0.018, -0.008, -0.037, 0.013, 0.088, 0.095, 0.131, 0.099, 0.096, 0.103, 0.097, 0.115, 0.102, 0.101, 0.089, 0.090, 0.093, 0.097, -0.183, -0.167, -0.193, -0.151, -0.222, 0.108, 0.114, 0.121, 0.098, 0.101, 0.119, 0.113, 0.110, -0.173, -0.173, -0.190, -0.171, -0.221, 0.107, 0.116, 0.109, 0.096, 0.102, 0.115, 0.101, 0.112, -0.177, -0.181, -0.214, -0.140, -0.205, 0.113, 0.112, 0.115, 0.108, 0.113, 0.114, 0.111, 0.120, -0.168, -0.176, -0.202, -0.158, -0.193, 0.085, 0.117, 0.116, 0.110, 0.113, 0.118, 0.102, 0.122, -0.179, -0.176, -0.213, -0.151, -0.199, 0.112, 0.114, 0.117, 0.112, 0.116, 0.122, 0.113, 0.118